A 3-piece molecular cluster, C5H11NO overall, computed with the ωB97M-V functional and the def2-TZVPD basis.

The LUMO energy is 0.56 eV. The calculation puts the energy relative to the best compared isomer or geometry (same formula, charge and spin) at 93.1 kcal per mole. The charge is 0. As for the largest force on an atom: 4.14 eV/Å. Its HOMO energy is -8.97 eV.

```
18
Properties=species:S:1:pos:R:3:forces:R:3:mulliken_charge:R:1
O 1.2465 1.5671 0.6898 0.130 -0.658 0.132 -0.58
N -0.5254 1.4055 -0.6907 0.732 0.262 -2.261 -0.26
C 1.1845 -1.3154 1.1323 0.214 -0.158 0.294 -1.50
C 0.4234 -0.6121 0.0436 -2.733 -0.084 1.473 0.97
C 0.3757 -1.3752 -1.2596 -0.131 -0.372 -0.107 -1.29
C 0.5502 0.8392 0.0124 -0.717 1.555 -0.015 0.14
C -1.4495 2.1346 0.0367 -0.516 -2.787 3.022 -0.73
H -1.7418 1.0719 1.0072 -0.245 2.353 -1.700 0.13
H -1.0367 0.7687 -1.2746 0.335 -0.467 -0.160 0.33
H -1.0624 -0.3576 0.6750 2.975 -0.897 -1.129 0.12
H -2.3627 2.3700 -0.5381 0.648 0.217 0.703 0.27
H 1.0576 -0.8139 2.0952 0.043 -0.035 -0.204 0.34
H 1.4021 -1.6170 -1.5695 -0.121 0.095 0.126 0.32
H -0.0962 -0.8816 -2.1170 0.005 0.057 0.348 0.37
H 0.8513 -2.3552 1.2361 0.025 0.215 -0.079 0.41
H -0.9429 2.8290 0.6937 -0.549 0.601 -0.225 0.29
H 2.2595 -1.3320 0.9089 -0.141 0.039 -0.038 0.36
H -0.1334 -2.3259 -1.0812 0.047 0.064 -0.178 0.31
```
Forces are in eV/Å.

A 10-piece molecular cluster, C32H60O22S4 overall, computed with the ωB97M-V functional and the def2-TZVPD basis.

The LUMO energy is 0.11 eV. The calculation puts the energy relative to the best compared isomer or geometry (same formula, charge and spin) at 86.6 kcal per mole. The charge is 0. As for the largest force on an atom: 4.73 eV/Å. Its HOMO energy is -9.24 eV.

```
118
Properties=species:S:1:pos:R:3:forces:R:3:mulliken_charge:R:1
S -1.0715 -0.2997 -1.0317 0.111 -0.140 0.163 0.47
S 5.9903 0.6094 -0.1592 -0.626 -0.542 0.124 0.50
S -6.4054 0.3959 -0.0626 -0.199 0.223 -0.503 0.41
S -3.4227 4.8379 -2.1720 0.369 -3.423 1.861 0.35
O 0.3653 2.7785 -6.9722 -0.548 2.443 3.672 -0.62
O 6.5255 0.2695 1.1927 0.084 0.309 -0.331 -0.66
O 0.5441 4.7410 -5.7315 -0.551 0.158 -1.869 -0.36
O -6.4577 1.6269 -0.9290 0.505 -0.428 0.769 -0.60
O 4.8128 1.1409 -7.1794 -0.426 0.477 -1.257 -0.36
O -3.4184 -5.9884 1.6550 0.654 1.086 -0.197 -0.64
O -1.3593 0.0463 0.4195 0.227 0.075 -1.132 -0.47
O 1.7909 -2.1449 6.1956 2.734 -0.060 0.549 -0.35
O 3.7832 3.1536 -7.5273 0.843 -1.605 1.389 -0.57
O -2.4675 -3.9873 1.2660 1.877 1.407 -1.365 -0.35
O 0.8202 -2.6172 4.2987 -2.271 -0.077 0.853 0.05
O -3.0603 3.6618 -3.0703 -0.215 1.456 0.229 -0.55
O 1.3564 -3.9660 -0.0303 -0.647 -1.101 0.593 -0.61
O 0.3315 2.8220 -4.7068 -0.220 -0.656 0.257 -0.37
O -3.7016 -4.2360 3.0262 -0.454 -1.213 0.067 -0.44
O 0.9001 2.8491 0.5797 0.070 -0.159 0.294 -0.41
O -0.4027 -1.8279 6.1027 2.101 -1.473 -1.490 -0.59
O -0.0496 1.6713 2.2774 1.090 1.220 -2.965 0.18
O 0.5121 -6.0738 0.2380 0.242 0.248 -0.426 -0.40
O 3.9018 2.2162 -5.5105 -0.498 0.502 1.794 -0.24
O -0.4729 3.8300 2.0715 0.622 1.163 -1.539 -0.38
O 0.4438 -4.6479 1.8711 -0.129 1.379 2.241 0.14
C 0.4040 -8.1457 1.4764 0.851 -0.957 -0.373 -1.70
C 3.5330 0.4471 -4.0270 0.605 0.015 1.477 -1.10
C 0.8194 -4.8224 0.6396 0.777 0.446 -2.395 0.43
C 0.0567 -5.8589 2.4626 -0.324 -0.473 1.450 -0.67
C 0.3781 5.1564 -4.3996 0.485 -0.653 0.275 -0.33
C -0.1457 -6.7561 1.3090 -0.858 -1.744 -0.457 0.83
C 4.1263 2.2681 -6.7685 -0.244 1.348 -4.525 0.64
C -4.6352 0.1297 0.5370 -0.542 0.691 -0.443 0.32
C 0.2013 2.7588 1.5431 -0.271 0.298 0.018 0.11
C 0.3364 3.3984 -5.8907 1.658 -1.233 -4.017 0.57
C 0.3013 3.8141 -3.7171 -0.275 -0.233 3.767 1.74
C 4.8694 0.1975 -6.1475 0.765 0.546 0.976 -0.42
C -2.3276 4.5726 -0.6843 0.934 1.563 -0.513 -0.70
C 4.5672 1.0948 -4.9615 -1.647 -0.684 1.987 0.34
C -3.5657 -2.2659 4.3411 -0.312 -0.183 -0.886 -1.47
C 6.2547 2.3862 -0.4570 -0.194 -0.293 0.872 -0.91
C 1.3188 3.5156 -2.5571 -0.272 0.185 -1.328 -0.95
C -1.0969 1.9732 3.1255 0.110 -1.785 3.298 1.05
C -4.8927 4.2245 -1.2397 -0.614 1.014 -0.589 -0.68
C -3.1917 -4.8263 1.9065 -1.940 -2.237 2.170 0.56
C -1.4145 1.1767 -2.0483 -0.835 -0.154 0.488 -0.55
C -0.4641 1.4522 4.4200 -1.714 -0.482 1.750 -1.57
C 0.6542 -2.2147 5.5984 -3.693 1.521 -0.597 0.45
C 2.8355 -2.3754 5.2252 2.118 0.401 1.020 -0.63
C -1.4258 3.4729 3.0200 0.069 -1.461 0.658 -0.28
C -6.5568 -0.9525 -1.2869 1.288 -0.154 -0.013 -0.86
C -2.4408 -2.7063 1.9386 -1.291 1.333 -0.700 1.31
C 4.1742 0.6489 0.0491 -0.246 0.595 -0.778 -0.52
C 2.1801 -2.7489 3.9610 -0.371 0.126 -1.210 0.68
C -3.6761 -2.8259 2.8922 1.362 0.056 0.914 0.46
C 2.4190 -1.8224 2.7623 -0.032 -0.385 -0.112 -1.04
C 0.7264 -0.3651 -1.2809 0.879 0.351 -0.123 -0.45
H -0.6976 3.8211 -3.2809 -0.063 -0.665 0.153 -0.89
H 2.3823 -3.8015 3.7624 -0.094 0.045 -0.539 0.11
H 3.6277 -0.1745 -0.4107 0.561 -0.501 0.238 0.31
H -4.8902 3.1921 -0.8899 0.590 0.006 -0.463 0.00
H 1.2797 -1.1761 -0.8074 -0.836 -0.375 0.492 0.30
H -2.1582 3.5633 -0.3092 -0.833 -0.113 -0.275 -0.10
H -0.8531 -5.7756 3.0571 -0.019 0.492 -0.109 0.34
H 3.1246 1.0483 -3.2146 0.202 1.054 -0.337 -0.16
H -4.3127 -2.7608 4.9617 0.040 -0.269 -0.115 0.39
H 5.8838 -0.1967 -6.0865 -0.095 -0.154 -0.100 0.33
H 1.8504 -2.2234 1.9232 0.218 -0.040 -0.163 -0.01
H 3.4655 -1.5056 5.0394 -0.358 0.512 0.620 0.26
H 1.4320 -8.1576 1.8386 0.103 0.236 0.127 0.39
H 3.8213 1.5002 -0.5330 -0.127 0.327 0.307 -0.02
H 4.0200 -0.2847 -3.3826 0.054 -0.820 -0.563 0.49
H -7.2319 -0.8077 -2.1304 -0.705 0.571 0.779 0.37
H 7.3332 2.4699 -0.5909 -0.158 0.241 -0.241 0.37
H -4.6130 -2.5846 2.3901 0.022 0.544 -0.029 0.49
H 1.1212 4.1477 -1.6913 -0.049 -0.021 -0.072 0.46
H 1.2788 2.4731 -2.2415 -0.321 0.066 -0.013 -0.49
H 5.6448 2.7747 -1.2726 0.306 -0.263 -0.240 0.24
H -1.9147 1.2970 2.8762 -0.283 0.298 -0.116 -0.31
H -2.5767 -2.4798 4.7463 -0.023 0.176 0.002 0.28
H -1.2554 1.0348 -3.1172 0.898 -0.006 0.135 0.59
H -1.3337 4.9295 -0.9542 0.200 -0.105 -0.415 0.32
H -1.4740 -2.4034 2.3407 0.060 -0.878 0.517 -0.24
H -4.4735 -0.8195 1.0479 -0.205 -0.177 -0.561 -0.29
H -2.4922 1.3395 -2.0625 -0.229 -0.210 0.493 0.37
H 0.9761 -0.5063 -2.3325 -0.516 0.182 -0.278 0.51
H 2.0453 -0.8110 2.9217 -0.169 -0.022 0.482 0.23
H 1.2194 5.7614 -4.0617 0.079 0.036 -0.290 0.31
H -2.5700 5.2946 0.0955 -0.542 -0.265 0.198 0.61
H -1.2161 -6.8732 1.1395 -0.035 0.426 -0.669 0.08
H -4.3926 0.8800 1.2896 -0.581 0.264 0.099 0.30
H -0.4042 0.3640 4.4004 0.100 -0.083 -0.435 0.16
H -5.1343 4.8611 -0.3885 0.300 0.280 -0.007 0.45
H -1.0062 2.0677 -1.5712 0.487 -0.147 -0.353 -0.51
H 1.2232 0.5450 -0.9447 -0.362 0.315 0.094 -0.30
H 2.3408 3.6803 -2.8984 0.098 0.194 -0.085 0.67
H 2.6294 0.0777 -4.5120 0.430 -0.285 -0.444 0.44
H 5.9555 2.9095 0.4511 0.098 0.028 0.107 0.35
H -5.6066 -0.9479 -1.8209 0.350 -0.416 0.269 0.20
H -1.1500 1.5948 5.2551 -0.077 0.277 0.266 0.44
H 3.4675 -1.7035 2.4891 0.104 -0.381 0.019 0.54
H -2.5943 -1.9686 1.1510 -0.142 0.017 0.024 -0.74
H 0.4420 -8.6888 0.5321 -0.121 0.291 -0.274 0.37
H -3.8177 -1.2102 4.4414 0.350 0.132 -0.349 0.36
H -2.4614 3.6382 2.7228 0.111 0.083 -0.568 0.25
H 3.9103 0.7437 1.1024 0.208 0.104 -0.067 0.36
H 4.1479 -0.6186 -6.1875 -0.119 0.107 -0.580 0.29
H -3.9368 0.3667 -0.2656 -0.096 -0.586 -0.204 -0.27
H 0.8093 -6.2617 3.1405 0.458 0.366 -0.008 0.45
H 5.4460 1.5094 -4.4677 0.104 -0.444 0.232 0.31
H -6.7450 -1.8908 -0.7651 0.100 -0.032 -0.152 0.35
H -0.5600 5.6796 -4.2144 0.049 0.281 -0.498 0.28
H -5.7157 4.3529 -1.9428 -0.106 -0.273 0.008 0.36
H 0.5152 1.7916 4.7575 -0.044 0.610 -0.646 0.39
H 3.5390 -3.1374 5.5608 -0.369 -0.114 0.426 0.35
H -0.1602 -8.8286 2.1116 -0.335 0.523 0.307 0.38
H -1.2949 4.0265 3.9498 0.362 -0.090 0.019 0.33
```
Forces are in eV/Å.

One molecule with the formula C3H6NO2, computed with the ωB97M-V functional and the def2-TZVPD basis.

Its multiplicity is 2. Its expectation value of S² is 0.754. The LUMO energy (alpha / beta) is 0.78 / -3.06 eV. The calculation puts the energy relative to the best compared isomer or geometry (same formula, charge and spin) at 13.2 kcal per mole. The charge is 0. As for the largest force on an atom: 1.14 eV/Å. Its HOMO energy (alpha / beta) is -9.63 / -9.58 eV.

```
12
Properties=species:S:1:pos:R:3:forces:R:3:mulliken_charge:R:1
O 0.1467 -2.6062 -0.8692 0.064 -0.184 0.037 -0.27
O -1.4674 -1.0771 -0.9782 0.072 -0.176 0.048 -0.54
N -0.7370 1.5555 0.4231 -0.595 -0.197 -0.413 -0.63
C -0.3716 -1.4347 -0.6173 0.057 0.532 -0.532 0.64
C 0.5048 0.9367 -0.0285 -0.479 -0.600 0.671 -0.48
C 0.5972 -0.5879 0.1808 0.217 -0.249 1.095 -0.53
H 1.6369 -0.9275 0.2242 -0.042 -0.101 -0.851 0.37
H 1.2882 1.3209 0.6245 0.322 0.236 -0.426 0.28
H 0.3298 -0.8403 1.2128 -0.377 0.286 0.176 0.27
H -1.1462 1.0350 1.1945 0.342 0.120 0.186 0.25
H 0.6747 1.1695 -1.0772 0.184 0.248 0.092 0.33
H -1.4561 1.4561 -0.2895 0.235 0.086 -0.083 0.30
```
Forces are in eV/Å.

| no. | E_tot (a.u.) |
| --- | --- |
| 1 | -326.9830 |
| 2 | -4503.2083 |
| 3 | -323.0729 |